This record from OMol25 describes a cluster of 13 separate species, C5H36N2O13 in total in a non-equilibrium geometry. The level of theory is ωB97M-V with the def2-TZVPD basis set.

Properties
HOMO energy, eV: -9.18
Maximum force, hartree/bohr: 0.0431
Total energy, eV: -35366.5017
Orbital gap, eV: 9.01

The geometry in ORCA input format:
```
! wB97M-V def2-TZVPD RIJCOSX def2/J DEFGRID3
* xyz 0 1
C 0.63 -1.27 2.72
N 1.22 -0.76 1.63
C 2.58 -0.18 1.91
C 3.19 0.44 0.66
C 0.99 -1.33 0.29
C 1.86 -2.61 0.17
N 1.08 -3.74 -0.41
O -0.48 -1.79 2.73
H 1.06 -0.96 3.67
H 3.25 -1.03 2.08
H 2.52 0.43 2.80
H 3.60 -0.34 0.03
H 4.00 1.12 0.91
H 2.53 1.05 0.04
H -0.07 -1.58 0.23
H 1.18 -0.70 -0.57
H 2.81 -2.47 -0.35
H 2.15 -2.93 1.17
H 0.24 -3.34 -0.79
H 0.85 -4.38 0.34
H -1.55 1.10 0.61
H -0.40 0.64 -0.39
O -1.32 0.53 -0.14
H -0.89 -2.93 1.34
H -2.61 -3.03 -1.14
O -1.29 -3.29 0.54
H -2.12 3.38 2.48
H -1.78 3.38 1.09
O -2.26 2.81 1.71
H -2.84 -1.87 -1.99
H -1.27 0.76 -3.06
O -2.19 -2.57 -1.87
H 1.73 2.12 -1.98
H 2.76 3.10 -2.47
O 2.53 2.57 -1.70
H 1.59 3.83 -0.31
H 0.09 3.60 -0.37
O 0.77 4.08 0.13
H -1.19 1.89 -1.21
H -1.77 3.29 -1.74
O -1.08 2.62 -1.87
H 0.37 2.30 2.27
H 0.66 3.80 2.10
O 0.32 3.14 2.73
H -3.09 -0.67 0.33
H -2.53 -1.63 1.37
O -3.30 -1.48 0.81
H -2.14 -3.69 0.73
H -1.41 -0.45 -2.17
O -1.91 0.10 -2.77
H -3.38 1.85 -1.98
H -3.66 1.80 -0.59
O -3.83 2.39 -1.33
H 0.47 -2.36 -3.04
H 1.93 -2.64 -2.40
O 1.40 -2.11 -2.99
*
```

***

This record from OMol25 describes the molecule C6H9N in a non-equilibrium geometry. The level of theory is ωB97M-V with the def2-TZVPD basis set.

Properties
SMILES string: Cc1cc[nH]c1C
HOMO energy, eV: -7.80
Maximum force, hartree/bohr: 0.0361
Total energy, eV: -7857.1482
Orbital gap, eV: 8.86

The geometry in ORCA input format:
```
! wB97M-V def2-TZVPD RIJCOSX def2/J DEFGRID3
* xyz 0 1
C -0.94 -1.74 0.34
C 0.08 -0.65 0.27
C 1.47 -0.86 0.33
C 2.12 0.29 -0.03
N 1.14 1.25 -0.24
C -0.09 0.69 -0.04
C -1.34 1.49 -0.20
H -0.72 -2.50 -0.42
H -1.95 -1.36 0.15
H -0.92 -2.23 1.31
H 2.01 -1.79 0.48
H 2.81 0.02 -0.82
H 1.30 2.24 -0.36
H -2.21 0.84 -0.17
H -1.34 2.02 -1.17
H -1.45 2.24 0.59
*
```

***

This record from OMol25 describes a structure of composition C28H31F8MgN2O2 in a non-equilibrium geometry. The level of theory is ωB97M-V with the def2-TZVPD basis set.

Properties
HOMO energy, eV: -3.37
Maximum force, hartree/bohr: 0.0235
Total energy, eV: -63804.3537
Orbital gap, eV: 5.88

The geometry in ORCA input format:
```
! wB97M-V def2-TZVPD RIJCOSX def2/J DEFGRID3
* xyz -1 1
Mg -0.33 0.30 0.16
C -0.47 3.23 0.82
C -1.29 2.19 1.27
C -0.51 1.38 2.17
C 0.77 1.98 2.26
C 0.80 3.10 1.42
C 1.96 4.02 1.17
C 1.90 1.42 3.08
C -1.08 0.44 3.21
C -2.79 2.13 1.12
C -0.83 4.29 -0.18
H 1.83 4.97 1.69
H 2.08 4.25 0.11
H 2.91 3.58 1.51
H 1.81 1.67 4.15
H 2.87 1.81 2.74
H 1.94 0.33 3.00
H -1.39 0.99 4.11
H -0.33 -0.30 3.51
H -1.95 -0.10 2.84
H -3.28 2.88 1.74
H -3.18 1.15 1.43
H -3.11 2.29 0.09
H -0.78 5.29 0.25
H -1.85 4.14 -0.56
H -0.16 4.28 -1.05
F 4.53 2.34 -1.10
C 3.88 1.24 -0.64
C 2.50 1.19 -0.66
C 1.79 0.08 -0.18
C 2.58 -0.99 0.30
C 3.96 -0.91 0.29
F 4.71 -1.94 0.76
C 4.65 0.20 -0.16
C 1.93 -2.20 0.89
C 2.25 -3.50 0.48
C 1.61 -4.57 1.07
C 0.66 -4.33 2.05
C 0.39 -3.02 2.38
N 1.00 -1.97 1.82
H 1.97 2.05 -1.07
H 5.73 0.26 -0.12
H 2.99 -3.64 -0.30
H 1.85 -5.59 0.76
H 0.14 -5.15 2.54
H -0.35 -2.78 3.14
C -1.15 -0.01 -5.06
N -0.45 0.39 -3.86
C 0.96 0.02 -3.75
C -1.10 0.95 -2.85
O -0.62 1.28 -1.76
H -0.80 0.55 -5.93
H -2.22 0.15 -4.93
H -0.99 -1.08 -5.25
H 1.56 0.60 -4.45
H 1.08 -1.04 -3.97
H 1.30 0.20 -2.74
H -2.16 1.14 -3.08
C -2.94 -2.91 0.82
C -2.51 -1.94 -0.30
O -1.61 -1.03 0.09
C -1.92 -2.81 -1.45
F -2.76 -3.76 -1.92
F -1.55 -2.06 -2.51
F -0.82 -3.44 -1.02
C -3.81 -1.25 -0.81
F -4.72 -2.10 -1.34
F -3.56 -0.31 -1.75
F -4.43 -0.63 0.22
H -2.12 -3.60 1.03
H -3.83 -3.48 0.55
H -3.13 -2.31 1.71
*
```

***

This record from OMol25 describes the molecule C2H6BI. The level of theory is ωB97M-V with the def2-TZVPD basis set.

Properties
SMILES string: CCBI
HOMO energy, eV: -9.49
Maximum force, hartree/bohr: 0.0142
Total energy, eV: -10948.5280
Orbital gap, eV: 9.59

The geometry in ORCA input format:
```
! wB97M-V def2-TZVPD RIJCOSX def2/J DEFGRID3
* xyz 0 1
C 1.19 0.07 0.26
C -0.06 0.02 -0.64
B -1.38 0.19 0.17
I -2.49 -1.59 0.70
H 2.08 0.02 -0.37
H 1.22 -0.79 0.93
H 1.26 0.98 0.84
H -0.06 -0.92 -1.18
H 0.00 0.83 -1.37
H -1.76 1.19 0.66
*
```

***

This record from OMol25 describes a structure of composition C5H15N3O in a non-equilibrium geometry. The level of theory is ωB97M-V with the def2-TZVPD basis set.

Properties
HOMO energy (spin up / spin down), eV: -6.68 / -6.68
Maximum force, hartree/bohr: 0.0470
Total energy, eV: -11940.2730
Orbital gap (spin up / spin down), eV: 7.24 / 7.24

The geometry in ORCA input format:
```
! wB97M-V def2-TZVPD RIJCOSX def2/J DEFGRID3
* xyz 0 1
C 1.39 1.29 -0.86
C 0.26 1.39 1.29
C -1.41 1.04 -0.83
N 0.36 0.69 0.00
H 2.38 1.10 -0.45
H 1.24 2.37 -0.92
H 1.35 0.87 -1.86
H -0.44 0.87 1.93
H 1.22 1.41 1.81
H -0.11 2.40 1.12
H -2.20 1.06 -0.09
H -1.62 0.47 -1.72
H -1.01 2.02 -1.08
C 0.90 -1.61 -1.07
C 0.53 -0.87 0.19
N -2.13 -1.16 1.08
O -1.50 -1.09 -0.15
N 0.76 -1.28 1.38
H -2.59 -2.08 1.13
H -1.42 -1.16 1.83
H 1.08 -2.25 1.37
H 0.32 -1.27 -1.92
H 1.97 -1.52 -1.27
H 0.68 -2.67 -0.92
*
```

***

This record from OMol25 describes a structure of composition C45H109N11O7 in a non-equilibrium geometry. The level of theory is ωB97M-V with the def2-TZVPD basis set.

Properties
HOMO energy, eV: -7.28
Maximum force, hartree/bohr: 0.2332
Total energy, eV: -79097.7937
Orbital gap, eV: 7.50

The geometry in ORCA input format:
```
! wB97M-V def2-TZVPD RIJCOSX def2/J DEFGRID3
* xyz 0 1
C -1.52 -1.47 -1.79
C -1.64 -3.01 -1.82
N -3.03 -3.52 -1.90
C -2.95 -4.96 -2.18
C -2.61 -5.18 -3.64
C -3.89 -3.23 -0.76
C -3.53 -3.84 0.64
H -0.45 -1.25 -1.78
H -1.87 -1.08 -0.83
H -1.94 -0.91 -2.62
H -0.91 -3.41 -2.52
H -1.23 -3.44 -0.91
H -2.32 -5.46 -1.44
H -3.87 -5.52 -2.00
H -3.54 -5.04 -4.19
H -1.83 -4.55 -4.05
H -2.41 -6.23 -3.87
H -4.94 -3.47 -0.94
H -3.90 -2.17 -0.52
H -3.37 -4.91 0.56
H -4.31 -3.65 1.37
H -2.64 -3.30 0.98
C -4.09 -3.28 2.63
C -4.15 -1.71 2.76
N -2.98 -1.01 3.37
C -2.65 -1.40 4.73
C -3.67 -0.99 5.80
C -1.75 -1.01 2.57
C -2.05 -0.46 1.17
H -3.25 -3.57 2.00
H -4.96 -3.81 2.24
H -3.95 -3.84 3.55
H -4.46 -1.32 1.80
H -5.09 -1.62 3.30
H -2.53 -2.48 4.79
H -1.74 -0.90 5.07
H -3.26 -1.12 6.80
H -3.97 0.04 5.59
H -4.57 -1.59 5.72
H -1.39 -2.04 2.57
H -1.02 -0.37 3.05
H -1.07 -0.27 0.72
H -2.58 0.49 1.22
H -2.50 -1.22 0.53
C 2.59 2.51 -4.11
C 1.73 3.26 -3.09
N 2.25 3.20 -1.72
C 1.57 4.13 -0.82
C 1.97 5.56 -1.05
C 2.04 1.81 -1.20
C 3.10 1.58 -0.06
H 3.63 2.85 -4.09
H 2.25 2.73 -5.11
H 2.60 1.44 -3.92
H 1.61 4.31 -3.37
H 0.68 3.00 -3.16
H 0.48 4.10 -0.88
H 1.73 3.87 0.23
H 1.51 6.27 -0.37
H 3.04 5.75 -1.03
H 1.74 6.00 -2.02
H 2.30 1.01 -1.90
H 0.97 1.67 -1.04
H 2.72 2.21 0.74
H 4.10 1.87 -0.37
H 3.13 0.56 0.33
C 1.48 -3.04 1.43
C 1.15 -2.21 2.70
N 2.20 -2.16 3.73
C 3.34 -1.39 3.34
C 3.12 0.10 3.38
C 2.56 -3.54 4.14
C 3.11 -3.62 5.57
H 0.62 -2.86 0.78
H 1.63 -4.12 1.49
H 2.36 -2.63 0.95
H 0.91 -1.16 2.48
H 0.20 -2.53 3.12
H 3.67 -1.63 2.33
H 4.15 -1.71 4.00
H 4.12 0.52 3.24
H 2.60 0.38 4.30
H 2.52 0.39 2.52
H 1.58 -4.03 4.15
H 3.18 -3.99 3.37
H 3.25 -4.67 5.81
H 4.08 -3.12 5.61
H 2.49 -3.13 6.32
C 2.92 -1.14 -0.21
O 3.13 -0.86 0.94
N 3.83 -0.76 -1.20
C 3.28 -0.75 -2.59
C 5.01 0.03 -0.91
H 2.12 -1.76 -0.66
H 4.16 -0.75 -3.23
H 2.70 0.15 -2.80
H 2.66 -1.63 -2.78
H 4.80 1.10 -0.93
H 5.41 -0.12 0.09
H 5.81 -0.23 -1.60
C 0.61 0.76 3.30
O 1.51 1.03 2.53
N -0.57 1.46 3.28
C -1.55 1.23 4.36
C -0.97 2.42 2.22
H 0.60 -0.05 4.06
H -1.18 0.69 5.23
H -2.22 0.58 3.80
H -2.12 2.09 4.71
H -0.71 3.41 2.58
H -0.29 2.21 1.40
H -2.02 2.30 1.92
C -0.43 0.85 -4.09
O 0.65 0.69 -3.52
N -0.79 1.91 -4.85
C -2.01 1.96 -5.65
C -0.05 3.16 -4.82
H -1.16 0.03 -4.09
H -1.86 2.35 -6.66
H -2.84 2.49 -5.20
H -2.45 0.98 -5.78
H 0.19 3.55 -5.80
H -0.61 3.89 -4.23
H 0.89 3.13 -4.28
C -0.05 -1.18 -3.91
O -1.27 -1.16 -4.17
N 0.86 -1.70 -4.67
C 2.23 -1.78 -4.31
C 0.50 -2.48 -5.88
H 0.35 -0.64 -3.04
H 2.41 -2.60 -3.60
H 2.41 -0.91 -3.67
H 2.89 -1.83 -5.17
H -0.50 -2.29 -6.26
H 1.22 -2.28 -6.67
H 0.55 -3.56 -5.73
C 0.50 -0.19 -1.61
O 1.06 -1.27 -1.85
N 0.37 0.30 -0.36
C 0.89 -0.33 0.90
C -0.36 1.54 -0.11
H 0.07 0.46 -2.38
H 1.42 -1.26 0.70
H 0.08 -0.50 1.61
H 1.58 0.30 1.47
H -0.56 2.18 -0.97
H -1.26 1.23 0.42
H 0.16 2.21 0.57
C 2.05 3.64 3.46
O 2.30 4.00 4.61
N 1.30 4.33 2.63
C 0.93 3.80 1.30
C 0.74 5.61 3.02
H 2.40 2.70 3.00
H -0.12 3.49 1.24
H 1.48 2.90 1.03
H 1.09 4.55 0.53
H -0.31 5.42 3.21
H 1.16 6.02 3.94
H 0.90 6.38 2.26
C -2.06 3.12 -0.17
O -1.13 3.81 -0.67
N -2.51 2.00 -0.74
C -2.04 1.48 -2.03
C -3.62 1.22 -0.25
H -2.58 3.40 0.76
H -1.30 2.12 -2.51
H -2.90 1.44 -2.71
H -1.62 0.48 -1.90
H -4.00 1.61 0.70
H -4.51 1.21 -0.88
H -3.37 0.17 -0.11
*
```

***

This record from OMol25 describes a structure of composition C18H44N6O3P2S4W. The level of theory is ωB97M-V with the def2-TZVPD basis set.

Properties
Expectation value of S²: 2.018
HOMO energy (spin up / spin down), eV: -19.71 / -19.72
Maximum force, hartree/bohr: 0.0100
Total energy, eV: -98175.3134
Orbital gap (spin up / spin down), eV: 7.25 / 6.91

The geometry in ORCA input format:
```
! wB97M-V def2-TZVPD RIJCOSX def2/J DEFGRID3
* xyz 4 3
W -0.37 0.93 0.26
C 3.30 -1.89 2.68
N 3.04 -1.16 1.42
C 4.22 -0.46 0.89
P 1.95 -1.58 0.30
O 1.18 -0.37 -0.25
O 0.90 -2.48 1.14
P -0.61 -2.04 1.47
O -0.54 -0.52 1.73
N -1.19 -2.80 2.74
C -0.69 -2.49 4.10
C -1.88 -4.10 2.62
N -1.47 -2.27 0.11
C -2.43 -1.24 -0.21
C -1.08 -3.20 -0.97
N 2.47 -2.45 -0.95
C 2.50 -2.03 -2.35
C 3.34 -3.60 -0.63
H 3.64 -1.17 3.42
H 4.08 -2.64 2.54
H 2.40 -2.37 3.04
H 4.53 0.30 1.62
H 3.99 0.04 -0.05
H 5.05 -1.14 0.73
H -0.18 -1.54 4.11
H -0.02 -3.27 4.44
H -1.55 -2.45 4.78
H -2.32 -4.21 1.64
H -2.68 -4.13 3.37
H -1.19 -4.92 2.81
H -3.07 -0.98 0.63
H -3.04 -1.53 -1.06
H -1.93 -0.28 -0.57
H -0.46 -4.00 -0.56
H -0.51 -2.68 -1.75
H -1.97 -3.64 -1.40
H 1.80 -1.21 -2.52
H 2.23 -2.87 -2.98
H 3.51 -1.70 -2.63
H 3.23 -3.89 0.42
H 4.39 -3.36 -0.82
H 3.05 -4.45 -1.24
C -1.78 4.27 0.88
C -2.78 3.29 1.44
S -2.05 1.72 1.97
C -0.93 2.14 3.36
C 0.38 2.84 3.02
S 1.32 1.94 1.74
C 2.00 3.24 0.68
C 0.98 4.20 0.10
S -0.64 3.43 -0.28
H -1.20 4.76 1.66
H -2.28 5.05 0.31
H -3.53 3.00 0.70
H -3.32 3.72 2.29
H -0.76 1.17 3.84
H -1.51 2.74 4.06
H 1.01 2.86 3.91
H 0.24 3.86 2.70
H 2.52 2.68 -0.11
H 2.76 3.78 1.24
H 1.35 4.63 -0.83
H 0.76 5.04 0.77
C -1.02 -0.32 -4.90
N -1.59 0.92 -4.38
C -2.60 1.64 -5.19
C -2.89 2.89 -4.35
N -2.08 2.65 -3.14
C -1.33 1.56 -3.27
S -0.04 0.99 -2.20
H -0.48 -0.11 -5.82
H -1.82 -1.02 -5.12
H -0.33 -0.75 -4.18
H -3.48 1.00 -5.32
H -2.18 1.86 -6.17
H -3.94 2.99 -4.09
H -2.56 3.81 -4.84
H -1.81 3.40 -2.52
*
```

***

This record from OMol25 describes the molecule C6H13NO in a non-equilibrium geometry. The level of theory is ωB97M-V with the def2-TZVPD basis set.

Properties
SMILES string: CCCC(=O)N(C)C
HOMO energy, eV: -8.80
Maximum force, hartree/bohr: 0.0336
Total energy, eV: -9969.6611
Orbital gap, eV: 9.80

The geometry in ORCA input format:
```
! wB97M-V def2-TZVPD RIJCOSX def2/J DEFGRID3
* xyz 0 1
C -2.56 0.34 -0.87
C -1.87 -0.55 0.17
C -0.93 0.29 1.06
C 0.29 0.75 0.29
O 0.37 1.75 -0.36
N 1.35 -0.27 0.32
C 1.50 -0.95 -0.97
C 2.59 0.27 0.84
H -1.88 0.74 -1.63
H -3.47 -0.02 -1.36
H -2.78 1.31 -0.38
H -1.35 -1.34 -0.41
H -2.62 -0.98 0.82
H -1.46 1.17 1.43
H -0.69 -0.33 1.92
H 2.44 -0.67 -1.47
H 1.59 -2.03 -0.82
H 0.67 -0.72 -1.62
H 2.95 1.18 0.35
H 2.48 0.54 1.89
H 3.37 -0.49 0.80
*
```

***

This record from OMol25 describes the molecule C6H12. The level of theory is ωB97M-V with the def2-TZVPD basis set.

Properties
SMILES string: CCCC1CC1
HOMO energy, eV: -10.07
Maximum force, hartree/bohr: 0.0041
Total energy, eV: -6415.8256
Orbital gap, eV: 11.34

The geometry in ORCA input format:
```
! wB97M-V def2-TZVPD RIJCOSX def2/J DEFGRID3
* xyz 0 1
C 0.84 0.47 -2.34
C -0.09 0.25 -1.15
C 0.47 0.81 0.16
C -0.18 0.25 1.43
C -1.39 -0.65 1.40
C -0.04 -1.20 1.76
H 1.08 1.53 -2.49
H 0.39 0.09 -3.27
H 1.79 -0.07 -2.19
H -0.29 -0.83 -1.06
H -1.07 0.72 -1.35
H 1.55 0.60 0.21
H 0.37 1.90 0.15
H -0.12 0.92 2.28
H -1.81 -0.92 0.44
H -2.12 -0.54 2.20
H 0.46 -1.84 1.03
H 0.15 -1.49 2.79
*
```

***

This record from OMol25 describes the molecule CH4O2SSi in a non-equilibrium geometry. The level of theory is ωB97M-V with the def2-TZVPD basis set.

Properties
SMILES string: O=S(=O)=C[SiH3]
HOMO energy, eV: -10.05
Maximum force, hartree/bohr: 0.0862
Total energy, eV: -23906.1494
Orbital gap, eV: 10.01

The geometry in ORCA input format:
```
! wB97M-V def2-TZVPD RIJCOSX def2/J DEFGRID3
* xyz 0 1
O 2.02 -2.10 -0.73
S 1.23 -0.89 -0.47
O 1.98 0.32 -0.67
C -0.35 -0.76 0.07
Si -1.00 0.95 0.35
H -0.67 -1.84 0.48
H -0.65 1.00 1.78
H -2.25 1.31 -0.41
H -0.29 2.01 -0.39
*
```